{"formula": "C60H105N13", "method": "wB97M-V/def2-TZVPD", "homo_lumo_gap_ev": 8.36, "e_tot_ha": -3060.584177, "de_lowest_ev": 3.266, "molar_mass_g_mol": 1008.59, "elements": ["N", "C", "C", "C", "C", "H", "H", "H", "H", "H", "N", "C", "C", "C", "C", "H", "H", "H", "H", "H", "N", "C", "C", "C", "C", "H", "H", "H", "H", "H", "N", "C", "C", "C", "C", "H", "H", "H", "H", "H", "N", "C", "C", "C", "C", "H", "H", "H", "H", "H", "N", "C", "C", "C", "C", "H", "H", "H", "H", "H", "N", "C", "C", "C", "C", "H", "H", "H", "H", "H", "N", "C", "C", "C", "C", "H", "H", "H", "H", "H", "N", "C", "C", "C", "C", "H", "H", "H", "H", "H", "C", "C", "N", "C", "C", "C", "C", "H", "H", "H", "H", "H", "H", "H", "H", "H", "H", "H", "H", "H", "H", "H", "C", "C", "N", "C", "C", "C", "C", "H", "H", "H", "H", "H", "H", "H", "H", "H", "H", "H", "H", "H", "H", "H", "C", "C", "N", "C", "C", "C", "C", "H", "H", "H", "H", "H", "H", "H", "H", "H", "H", "H", "H", "H", "H", "H", "C", "C", "N", "C", "C", "C", "C", "H", "H", "H", "H", "H", "H", "H", "H", "H", "H", "H", "H", "H", "H", "H"], "positions_angstrom": [[-5.90508, 22.25162, 17.56396], [-4.94919, 21.49501, 16.95027], [-4.93743, 21.84061, 15.58171], [-6.01978, 22.76581, 15.31779], [-6.53408, 22.98959, 16.62363], [-6.06232, 22.25194, 18.56164], [-4.38012, 20.79278, 17.54139], [-4.27784, 21.54490, 14.77928], [-6.40335, 23.11305, 14.36980], [-7.39113, 23.59749, 16.87328], [-3.19767, 25.25747, 5.54724], [-3.74759, 24.04142, 5.51247], [-5.06031, 24.13001, 5.32263], [-5.35003, 25.46379, 5.22271], [-4.21252, 26.17442, 5.33748], [-2.23539, 25.52915, 5.68972], [-3.22185, 23.11317, 5.68080], [-5.76945, 23.31621, 5.28736], [-6.35171, 25.86297, 5.28341], [-3.87921, 27.20170, 5.33708], [-7.97634, 6.89850, 2.85987], [-8.70505, 7.75600, 3.59182], [-7.80418, 8.40163, 4.46341], [-6.53950, 8.12147, 4.07489], [-6.64527, 7.22170, 2.97965], [-8.41731, 6.37686, 2.11586], [-9.78300, 7.80851, 3.55078], [-8.03038, 9.01038, 5.32635], [-5.65659, 8.45259, 4.60142], [-6.00093, 6.54844, 2.43378], [-9.37272, 11.80420, 13.56600], [-8.15133, 12.07288, 13.08686], [-7.10628, 11.45696, 13.73542], [-7.72255, 10.64196, 14.70292], [-9.09649, 10.91393, 14.56765], [-10.26421, 12.24055, 13.37912], [-8.01768, 12.59718, 12.15216], [-6.05810, 11.45945, 13.47520], [-7.24635, 10.01344, 15.44090], [-9.95133, 10.50415, 15.08507], [5.26997, 11.14287, 19.14521], [4.78589, 12.41339, 19.20424], [4.37898, 12.78009, 17.96521], [4.42139, 11.57398, 17.21688], [5.04406, 10.60113, 17.92616], [5.72827, 10.76749, 19.96322], [4.76230, 13.04268, 20.08164], [4.09596, 13.77178, 17.64447], [4.23198, 11.63174, 16.15519], [5.48382, 9.66826, 17.60562], [-6.20620, 17.63797, 9.63312], [-7.09507, 18.15371, 10.53957], [-8.19425, 18.65273, 9.79210], [-7.92165, 18.44266, 8.45549], [-6.75770, 17.74377, 8.37173], [-5.38649, 17.07466, 9.80878], [-6.99443, 18.21538, 11.61311], [-8.99422, 19.20447, 10.26327], [-8.52079, 18.92261, 7.69585], [-6.22058, 17.50540, 7.46560], [0.31034, 5.42887, 5.89008], [1.24092, 4.42429, 5.87335], [1.92180, 4.33018, 4.68195], [1.12423, 5.05425, 3.81803], [0.20776, 5.73449, 4.57775], [-0.08574, 5.90276, 6.68923], [1.46384, 3.89759, 6.78948], [2.84684, 3.80422, 4.49739], [1.38222, 5.10969, 2.77076], [-0.51169, 6.46908, 4.24734], [2.35092, 25.73772, 7.20153], [2.10030, 26.84965, 6.52280], [2.36965, 26.55947, 5.12278], [2.77326, 25.23858, 5.11434], [2.96568, 24.71868, 6.41629], [2.29225, 25.59959, 8.20032], [1.57855, 27.70342, 6.92933], [2.22829, 27.14460, 4.22610], [3.08684, 24.65373, 4.26227], [3.47989, 23.89751, 6.89343], [0.71294, 4.52926, 13.36498], [-0.55026, 4.85403, 12.94999], [-0.88117, 6.22232, 13.28364], [0.32703, 6.70365, 13.97872], [1.17438, 5.62981, 14.05105], [1.08015, 3.58901, 13.33029], [-0.95468, 4.20706, 12.18561], [-1.69979, 6.81205, 12.89830], [0.55545, 7.67728, 14.38648], [2.15797, 5.66614, 14.49562], [7.80693, 11.00555, 2.11107], [7.22546, 12.21526, 1.37900], [5.89872, 12.74336, 1.72903], [5.74364, 14.07993, 1.22800], [6.31906, 15.14027, 2.29674], [4.85070, 11.83870, 1.16141], [3.48907, 12.15553, 1.82255], [8.25040, 11.42129, 3.01583], [8.53295, 10.37322, 1.60003], [7.09207, 10.22572, 2.37362], [7.94061, 13.00913, 1.59440], [7.45309, 12.12158, 0.31715], [4.69903, 14.27767, 0.98754], [6.08826, 14.08435, 0.19392], [7.28125, 14.94253, 2.76917], [5.60089, 15.07965, 3.11445], [6.32470, 16.14446, 1.87284], [4.83934, 11.78805, 0.07264], [5.00538, 10.81749, 1.50970], [2.74224, 11.38848, 1.61768], [3.48557, 12.11206, 2.91168], [3.13461, 13.16252, 1.60244], [-2.02482, 10.60242, 21.66324], [-1.25395, 10.29727, 22.92288], [-2.14480, 10.25594, 24.16083], [-2.97184, 11.50843, 24.45930], [-2.23653, 12.77457, 24.37416], [-1.40376, 9.91309, 25.34853], [-0.71375, 8.45357, 25.24202], [-2.82035, 11.31339, 21.88629], [-2.46432, 9.66754, 21.31547], [-1.39285, 10.94763, 20.84499], [-0.79943, 9.32403, 22.73767], [-0.39345, 10.95685, 23.03512], [-3.69911, 11.62876, 23.65636], [-3.57183, 11.49865, 25.36925], [-2.79731, 13.70343, 24.27004], [-1.59343, 12.86957, 25.24909], [-1.51728, 12.66754, 23.56217], [-2.19657, 9.69234, 26.06325], [-0.68595, 10.67852, 25.64341], [-0.76685, 7.88121, 26.16813], [0.36241, 8.59268, 25.13890], [-1.07975, 7.92367, 24.36262], [3.59058, 27.82932, 14.01137], [3.27354, 26.38631, 14.18142], [1.95552, 25.90345, 13.71120], [1.79167, 24.44636, 13.84665], [1.65682, 23.88542, 15.29550], [0.87435, 26.68683, 14.28336], [-0.53421, 26.47989, 13.67350], [4.67678, 27.90819, 14.05676], [3.22104, 28.42391, 14.84683], [3.21289, 28.23768, 13.07398], [4.07578, 25.72546, 13.85311], [3.31030, 26.23332, 15.26001], [0.83596, 24.17772, 13.39659], [2.57671, 24.00446, 13.23304], [0.77939, 24.33562, 15.75977], [1.53748, 22.80310, 15.24607], [2.45074, 24.15409, 15.99235], [1.18500, 27.68478, 13.97403], [0.98040, 26.56135, 15.36091], [-0.96313, 25.50028, 13.88447], [-0.51526, 26.53761, 12.58521], [-1.20970, 27.24237, 14.06136], [-0.93979, 14.88605, 12.88172], [-0.23736, 14.29839, 11.61532], [-0.54032, 15.17282, 10.37475], [0.08317, 16.51116, 10.50257], [-0.27154, 17.45685, 9.33730], [-0.37011, 14.53365, 9.06022], [-1.13211, 13.23592, 8.89600], [-1.87731, 15.43138, 12.77328], [-0.28394, 15.72527, 13.11338], [-0.76797, 14.27216, 13.76588], [0.82454, 14.17502, 11.82800], [-0.71560, 13.31937, 11.64570], [-0.16239, 17.16737, 11.33755], [1.16266, 16.36501, 10.54050], [0.12940, 17.14069, 8.37429], [-1.35249, 17.38053, 9.21979], [-0.00758, 18.47764, 9.61376], [0.66943, 14.38242, 8.76937], [-0.70482, 15.23649, 8.29728], [-2.17675, 13.50147, 8.73377], [-1.08445, 12.50891, 9.70672], [-0.81444, 12.65176, 8.03232]], "forces_ev_per_angstrom": [[0.2763, -0.3638, -0.6165], [0.6695, 0.3995, -1.5251], [-0.8304, 0.0852, 0.4119], [0.6313, -0.9851, 3.6169], [-1.1846, 0.9532, -2.0448], [-0.1884, 0.1005, -0.3942], [0.2036, 0.1463, -0.2765], [0.1386, -0.5354, 0.3953], [0.1811, 0.1745, 0.2467], [0.1082, 0.0240, 0.1799], [0.1758, 1.3700, -0.3039], [1.9487, -2.7154, 0.5585], [-1.4795, -1.5537, -0.1156], [-2.3661, 2.1503, 0.1311], [2.0682, 0.5552, 0.4472], [-0.2225, -0.4206, -0.1150], [0.4321, 0.2753, -0.0566], [0.1535, 0.0255, 0.0279], [0.0515, 0.1987, -0.5328], [-0.7341, 0.1137, -0.0449], [-0.1023, 1.2143, -1.2938], [-0.0177, 0.4890, 2.4948], [-2.9715, 0.6987, -0.0191], [1.9368, -1.9363, -1.9611], [0.1363, -0.8363, 1.1988], [0.5242, -0.0036, -0.0238], [0.1260, -0.2001, 0.0495], [-0.3490, 0.1540, -0.2631], [0.1270, -0.0816, -0.3950], [0.5930, 0.5016, 0.2135], [1.3933, -1.3152, 1.2222], [2.1241, 2.0582, -2.9059], [-0.9430, -0.3977, -0.2320], [-2.0367, 0.6870, 0.1086], [-0.5485, -1.3976, 1.6752], [0.4366, -0.2077, -0.1495], [-0.2282, 0.4552, 0.1386], [-0.1848, 0.2605, -0.1171], [-0.2536, -0.0521, -0.0875], [0.2456, -0.0842, 0.3440], [0.1160, 0.1699, 2.1773], [0.5036, 1.1774, 0.3238], [-0.7357, -0.7117, 0.0882], [0.3214, 1.4524, -2.2434], [0.2758, -0.2483, -0.2711], [-0.1668, -0.4845, -0.4812], [0.4105, -0.4074, 0.2061], [-0.3113, -0.2448, 0.0345], [-0.0995, -0.6902, -0.0343], [-0.3182, -0.0139, 0.2000], [-0.5653, -0.4724, -0.3814], [-1.7434, 0.7348, -0.9627], [1.6442, -0.1067, 2.8529], [-0.7099, 0.3248, -0.6278], [0.8904, 0.5041, -0.5722], [-0.2207, 0.2410, 0.2422], [0.4625, -0.3202, -0.1809], [-0.0847, -0.0804, -0.2331], [0.1706, -0.5802, -0.4106], [0.1711, -0.2541, 0.2830], [0.5734, -1.7194, -1.2820], [2.2658, -0.3864, 2.9428], [-0.9539, -1.0602, 1.5520], [0.3550, 1.2420, -1.0963], [-1.3336, 2.0379, -1.7434], [-0.0998, -0.4419, -0.3573], [0.1698, 0.2054, 0.1370], [-0.3864, -0.3287, -0.0412], [-0.6452, 0.4627, -0.0780], [0.0532, -0.0080, -0.0299], [2.0880, -2.3576, 1.0878], [-0.5497, 0.4084, -3.4792], [-1.0675, 0.4299, 2.5842], [2.2936, -2.3531, 0.5905], [-2.4232, 3.0401, -0.6564], [-0.0804, 0.5322, -0.1190], [0.2431, -0.1017, 0.1946], [-0.1361, 0.2588, 0.3875], [0.0038, 0.2457, -0.2319], [-0.4007, -0.1008, -0.3378], [-1.0401, 1.5290, 0.8337], [-0.8922, 2.1685, -0.7948], [2.8467, -2.2950, -0.2016], [-1.5643, -1.5083, -0.7264], [1.4751, 0.3683, 0.2167], [0.1297, 0.4406, 0.1397], [-0.6508, 0.0035, 0.3341], [-0.0641, -0.2695, 0.2035], [-0.2140, -0.0899, -0.0233], [-0.0264, -0.3464, 0.0143], [-0.7454, -0.3025, 0.8399], [1.4213, 0.7388, -0.1891], [-0.2430, -2.5370, -0.6071], [0.6030, 0.9544, 0.5103], [-1.2479, -0.8834, -1.2350], [-0.5073, 0.1369, 2.2368], [-0.1587, 0.1270, -0.0758], [0.0472, -0.6075, 0.2309], [0.3656, 0.7886, -0.5101], [-0.5129, 0.3512, 0.3150], [-0.0839, 0.3248, 0.3083], [-0.9359, -0.2812, -0.7361], [-0.2208, 0.2109, 0.9229], [1.1698, 0.6474, -0.1924], [0.1357, -0.3760, -0.5896], [-0.0672, 0.2812, 0.0174], [-0.0142, 0.0121, 0.0851], [-0.1266, 0.4048, -0.2691], [0.7262, -0.0479, -0.1280], [-0.1431, 0.2139, -0.7439], [0.8665, 0.0474, 0.1296], [-0.3293, -0.2053, -0.3183], [-0.4585, -0.2298, -0.0395], [-0.5667, 0.1346, 0.9122], [-0.0168, 0.9167, -0.7943], [-0.7933, -0.9439, -2.0459], [2.4477, 0.8466, 0.6071], [-0.2330, -2.9970, -0.0047], [0.6174, 1.9382, -0.0768], [0.0725, 0.0700, -0.4630], [-0.3666, 0.1346, -0.0241], [0.0471, 0.2420, 0.1763], [-0.1291, -0.1937, 0.6639], [0.0604, 0.4498, 0.2587], [-0.3996, -0.7175, -0.0330], [0.3405, -0.9262, 0.1775], [-0.2590, -0.2842, -0.0608], [0.0815, 0.3702, 0.2259], [-0.1414, 0.5297, -0.3120], [0.2674, 0.8252, 0.6291], [0.1011, 0.0037, 0.3791], [-0.6470, 0.0013, -0.1027], [0.1380, -0.0280, -0.4261], [-0.1597, -0.1418, 0.3506], [0.3262, 0.6762, -0.2744], [-1.0217, -1.5560, 1.1255], [0.5059, -0.6346, -0.9751], [-0.2691, 0.5846, 0.6033], [0.2483, 0.5894, -0.3763], [0.4971, 0.2616, -1.1178], [0.6052, -0.4807, 0.4478], [0.0353, 0.2747, -0.2327], [-0.2046, 0.0735, -0.1612], [0.1648, 0.0731, -0.0720], [-0.1999, 0.0082, -0.7142], [0.0282, -0.1881, 0.6419], [0.0649, 0.0765, -0.4043], [0.0985, -0.3238, 0.3337], [-0.3104, -0.2493, -0.1259], [0.0065, 0.0477, 0.1713], [0.4031, -0.2224, -0.2839], [-0.3986, 0.3736, 0.6463], [-0.8252, 0.4088, 0.4827], [-0.0111, -0.0205, 0.2932], [0.2486, 0.2669, -0.0028], [0.0030, -0.0445, -0.0182], [2.5090, 1.8963, -0.2796], [-2.2265, 0.9498, -0.2122], [-0.3904, -0.7875, 2.0380], [0.4643, -0.0656, -1.3990], [-0.4057, -0.9483, 0.0757], [0.5807, 0.2534, 0.3765], [-0.7209, -0.2191, -0.1931], [-0.4172, -1.0389, -0.2116], [0.0892, 0.4440, 0.4115], [-0.7722, -0.3733, -0.1994], [0.2141, 0.0973, -0.1834], [0.3292, -0.1833, -1.4007], [-0.4920, -1.0975, 0.7145], [0.4943, 0.1829, 0.0444], [0.3615, 0.3494, 0.1009], [-0.1969, 0.3254, 0.0243], [0.1105, -0.0654, -0.3271], [0.6546, -0.1549, 0.3579], [-0.3379, -0.0333, 0.1099], [-0.1728, -0.2858, 0.1312], [0.1383, 0.4027, 0.2766], [0.1704, 0.3579, -0.2570]]}